(1)
Entry from the Open Molecules 2025 dataset: C19H20Cl2N2O in the gas phase (ωB97M-V/def2-TZVPD).

Last column: Löwdin charge in e.
CARTESIAN COORDINATES (ANGSTROEM)
O1 0.537 -0.351 -0.596  0.070
C1 1.462 0.107 0.050  -0.423
N1 1.385 1.232 0.800  0.112
C2 0.197 2.054 1.010  -0.277
C3 -0.232 2.810 -0.264  -0.111
C4 -1.336 2.080 -1.018  -0.187
N2 -2.555 1.978 -0.218  -0.149
C5 -3.474 0.972 -0.732  -0.144
C6 -2.925 -0.436 -0.724  -0.206
C7 -2.244 -0.937 -1.828  -0.049
C8 -1.601 -2.160 -1.775  -0.100
C9 -1.636 -2.908 -0.610  -0.696
Cl1 -0.801 -4.414 -0.529  0.673
C10 -2.350 -2.440 0.486  -0.681
Cl2 -2.433 -3.371 1.938  0.673
C11 -2.991 -1.214 0.425  -0.076
C12 -2.291 1.916 1.209  -0.176
C13 -0.973 1.217 1.546  -0.115
C14 2.794 -0.569 0.083  -0.133
C15 3.997 0.123 0.183  -0.041
C16 5.196 -0.568 0.186  -0.083
C17 5.204 -1.950 0.095  -0.085
C18 4.010 -2.643 -0.018  -0.069
C19 2.812 -1.955 -0.033  -0.012
H1 2.197 1.473 1.344  0.129
H2 0.486 2.795 1.763  0.145
H3 -0.580 3.807 0.010  0.114
H4 0.631 2.924 -0.922  0.120
H5 -0.953 1.094 -1.305  0.086
H6 -1.588 2.635 -1.930  0.124
H7 -4.388 1.027 -0.135  0.124
H8 -3.717 1.263 -1.759  0.123
H9 -2.208 -0.364 -2.742  0.120
H10 -1.052 -2.529 -2.625  0.111
H11 -3.533 -0.870 1.292  0.112
H12 -3.122 1.414 1.705  0.112
H13 -2.257 2.944 1.591  0.119
H14 -0.877 1.078 2.624  0.120
H15 -0.956 0.238 1.069  0.095
H16 4.008 1.204 0.226  0.109
H17 6.127 -0.025 0.257  0.103
H18 6.143 -2.484 0.104  0.102
H19 4.015 -3.720 -0.100  0.105
H20 1.872 -2.477 -0.132  0.105

Results
E_LUMO	0.64	eV
SMILES	O=C(NC1CCN(Cc2ccc(Cl)c(Cl)c2)CC1)c1ccccc1
total energy	-50100.981	eV
total charge	0
HOMO	-0.299	Eh
ΔE to the lowest compared entry with this formula, charge and spin	0.282	eV
Kohn-Sham gap	8.766	eV

(2)
Entry from the Open Molecules 2025 dataset: 16 unconnected molecules or ions with the total composition C42H121N5O16 at a distorted geometry (ωB97M-V/def2-TZVPD).

Last column: Löwdin charge in e.
CARTESIAN COORDINATES (ANGSTROEM)
C1 3.305 4.893 -4.571  -0.059
C2 3.883 3.796 -3.644  -0.312
O1 3.150 2.616 -3.525  -0.117
H1 4.041 5.691 -4.675  0.072
H2 2.353 5.278 -4.206  0.065
H3 3.160 4.483 -5.571  0.073
H4 4.171 4.140 -2.651  0.113
H5 4.863 3.495 -4.012  0.102
H6 3.730 1.942 -3.161  0.018
C3 -1.658 3.172 -3.788  -0.054
C4 -0.204 2.667 -4.017  -0.256
O2 0.614 3.214 -2.985  -0.126
H7 -1.639 4.261 -3.833  0.083
H8 -2.062 2.767 -2.860  0.043
H9 -2.270 2.857 -4.633  0.054
H10 0.186 3.112 -4.933  0.113
H11 -0.146 1.582 -4.102  0.099
H12 1.513 2.937 -3.180  0.013
C5 0.778 0.748 4.575  -0.066
C6 -0.673 1.012 4.148  -0.304
O3 -0.909 0.377 2.920  -0.128
H13 0.992 1.131 5.573  0.082
H14 1.438 1.212 3.842  0.045
H15 0.995 -0.319 4.624  0.052
H16 -0.760 2.087 3.994  0.101
H17 -1.315 0.714 4.977  0.111
H18 -0.322 0.787 2.281  -0.001
C7 5.179 0.888 1.873  -0.084
C8 3.965 0.907 2.739  -0.317
O4 4.176 0.366 4.053  -0.080
H19 5.396 -0.074 1.409  0.060
H20 6.102 1.290 2.291  0.081
H21 4.990 1.537 1.018  0.071
H22 3.162 0.392 2.212  0.082
H23 3.652 1.948 2.824  0.092
H24 4.199 -0.584 3.911  0.012
C9 -4.856 1.161 3.783  -0.075
C10 -4.509 1.379 2.316  -0.331
O5 -5.226 0.442 1.600  -0.091
H25 -4.450 0.198 4.093  0.066
H26 -5.916 1.095 4.027  0.077
H27 -4.430 1.914 4.446  0.069
H28 -3.442 1.271 2.120  0.093
H29 -4.730 2.414 2.055  0.102
H30 -4.792 -0.408 1.694  0.043
C11 -1.623 4.409 1.012  -0.049
C12 -0.884 4.814 -0.281  -0.311
O6 0.405 4.315 -0.384  -0.084
H31 -2.604 4.841 1.210  0.067
H32 -0.967 4.578 1.866  0.054
H33 -1.719 3.324 1.061  0.052
H34 -0.880 5.903 -0.253  0.113
H35 -1.427 4.486 -1.167  0.080
H36 0.568 4.219 -1.325  0.062
C13 0.497 -4.204 -1.198  -0.062
C14 -0.868 -4.974 -1.089  -0.298
O7 -1.136 -5.671 -2.282  -0.062
H37 0.401 -3.436 -1.965  0.054
H38 1.323 -4.857 -1.481  0.067
H39 0.801 -3.731 -0.264  0.045
H40 -1.620 -4.213 -0.880  0.089
H41 -0.805 -5.623 -0.216  0.084
H42 -1.929 -6.211 -2.236  0.088
C15 2.529 4.418 4.121  -0.067
C16 1.562 4.647 2.941  -0.322
O8 2.305 4.772 1.744  -0.089
H43 2.014 4.626 5.059  0.075
H44 3.476 4.954 4.061  0.077
H45 2.828 3.371 4.072  0.041
H46 1.085 5.624 3.019  0.111
H47 0.910 3.774 2.930  0.082
H48 1.693 4.819 1.005  0.032
C17 -4.004 -1.984 -0.294  -0.054
C18 -3.123 -2.245 0.939  -0.282
O9 -3.917 -2.213 2.157  -0.112
H49 -3.355 -2.017 -1.168  0.055
H50 -4.496 -1.013 -0.229  0.046
H51 -4.804 -2.719 -0.379  0.085
H52 -2.291 -1.544 1.007  0.096
H53 -2.699 -3.248 0.980  0.084
H54 -3.314 -2.482 2.854  0.017
C19 3.494 -6.120 2.187  -0.058
C20 3.332 -4.855 1.379  -0.306
O10 4.413 -3.965 1.527  -0.075
H55 4.216 -6.803 1.740  0.079
H56 2.572 -6.662 2.396  0.062
H57 3.929 -5.867 3.154  0.072
H58 2.404 -4.356 1.657  0.089
H59 3.224 -5.159 0.338  0.111
H60 5.150 -4.201 0.959  0.116
C21 4.076 -2.184 6.065  -0.061
C22 4.406 -3.008 4.829  -0.310
O11 4.197 -2.324 3.621  -0.102
H61 4.326 -2.744 6.967  0.076
H62 3.000 -2.011 6.070  0.069
H63 4.642 -1.254 6.127  0.077
H64 3.951 -3.999 4.817  0.103
H65 5.462 -3.278 4.801  0.111
H66 4.177 -2.987 2.928  0.029
C23 -1.077 0.922 -0.471  -0.027
C24 0.331 0.569 0.081  -0.370
C25 1.330 0.246 -1.090  -0.182
O12 2.582 -0.002 -0.557  -0.198
C26 2.762 -1.356 -0.015  -0.060
N1 0.804 1.442 1.116  0.094
H67 -1.533 0.233 -1.183  0.063
H68 -1.164 1.894 -0.957  0.055
H69 -1.829 1.062 0.306  0.057
H70 0.170 -0.351 0.644  0.111
H71 1.319 1.105 -1.761  0.115
H72 1.052 -0.613 -1.700  0.109
H73 1.977 -1.685 0.666  0.073
H74 3.682 -1.471 0.558  0.068
H75 2.927 -2.142 -0.751  0.073
H76 0.712 2.397 0.801  0.070
H77 1.806 1.318 1.093  0.071
C27 0.694 -3.048 3.605  -0.051
C28 -0.722 -3.440 3.274  -0.387
C29 -1.136 -4.794 3.942  -0.147
O13 -0.172 -5.859 3.752  -0.192
C30 -0.191 -6.446 2.465  -0.125
N2 -1.652 -2.396 3.765  0.057
H78 1.299 -3.955 3.606  0.065
H79 0.707 -2.643 4.617  0.082
H80 1.125 -2.333 2.903  0.073
H81 -0.879 -3.550 2.201  0.112
H82 -2.144 -5.099 3.659  0.123
H83 -1.146 -4.727 5.030  0.127
H84 -1.231 -6.682 2.240  0.090
H85 0.312 -7.408 2.363  0.086
H86 0.271 -5.848 1.679  0.059
H87 -1.641 -2.478 4.772  0.089
H88 -1.340 -1.459 3.555  0.046
C31 5.643 -1.494 -3.103  -0.053
C32 4.792 -0.418 -3.718  -0.409
C33 3.413 -0.923 -4.011  -0.178
O14 3.439 -2.018 -4.935  -0.172
C34 2.385 -2.903 -4.818  -0.108
N3 4.943 0.674 -2.775  0.046
H89 6.637 -1.105 -2.883  0.083
H90 5.705 -2.341 -3.787  0.082
H91 5.143 -1.853 -2.203  0.078
H92 5.180 -0.012 -4.653  0.153
H93 2.786 -0.124 -4.407  0.131
H94 2.930 -1.236 -3.085  0.104
H95 1.508 -2.272 -4.672  0.062
H96 2.558 -3.556 -3.962  0.085
H97 2.215 -3.582 -5.653  0.097
H98 4.560 0.451 -1.867  0.074
H99 5.922 0.818 -2.570  0.095
C35 -6.810 2.625 -1.004  -0.044
C36 -5.400 2.642 -1.619  -0.410
C37 -4.578 3.795 -1.078  -0.191
O15 -5.027 5.057 -1.596  -0.174
C38 -4.251 6.156 -1.068  -0.080
N4 -4.906 1.328 -1.313  0.049
H100 -6.945 2.231 0.004  0.073
H101 -7.541 2.043 -1.566  0.078
H102 -7.212 3.636 -0.942  0.074
H103 -5.496 2.676 -2.705  0.124
H104 -3.577 3.726 -1.503  0.090
H105 -4.443 3.726 0.001  0.112
H106 -4.369 6.224 0.013  0.082
H107 -4.606 7.102 -1.474  0.088
H108 -3.198 6.002 -1.303  0.066
H109 -4.005 1.110 -1.715  0.051
H110 -4.900 1.149 -0.319  0.041
C39 -4.459 1.276 -5.104  -0.079
C40 -4.705 -0.141 -4.728  -0.420
C41 -3.433 -0.792 -3.989  -0.155
O16 -2.263 -0.707 -4.819  -0.184
C42 -1.199 -1.381 -4.215  -0.133
N5 -5.847 -0.157 -3.848  0.046
H111 -5.296 1.618 -5.714  0.091
H112 -3.506 1.307 -5.631  0.070
H113 -4.310 1.912 -4.231  0.051
H114 -4.997 -0.622 -5.662  0.138
H115 -3.722 -1.826 -3.802  0.114
H116 -3.159 -0.317 -3.047  0.091
H117 -1.389 -2.346 -3.745  0.087
H118 -0.796 -0.726 -3.443  0.062
H119 -0.447 -1.484 -4.997  0.079
H120 -5.590 0.239 -2.954  0.021
H121 -5.963 -1.113 -3.542  0.064

Results
E_LUMO	-0.02	eV
total energy	-85721.481	eV
total charge	0
HOMO	-0.328	Eh
Kohn-Sham gap	8.907	eV

(3)
Entry from the Open Molecules 2025 dataset: C9H8O2 in the gas phase at a distorted geometry (ωB97M-V/def2-TZVPD).

Last column: Löwdin charge in e.
CARTESIAN COORDINATES (ANGSTROEM)
C1 -1.112 1.952 0.073  0.067
C2 -1.389 0.627 0.133  -0.134
C3 -2.473 -0.439 -0.079  -0.121
O1 -1.546 -1.468 0.173  -0.045
C4 -0.390 -0.684 0.102  -0.410
C5 0.439 -0.686 -1.168  0.036
C6 1.724 -0.326 -1.206  -0.013
C7 2.416 0.127 -0.012  -0.409
O2 3.549 0.561 0.148  0.077
C8 1.706 -0.265 1.219  -0.009
C9 0.462 -0.732 1.308  0.018
H1 -0.024 2.253 -0.041  0.086
H2 -1.825 2.816 -0.010  0.074
H3 -3.288 -0.344 0.526  0.086
H4 -2.774 -0.339 -1.203  0.161
H5 -0.036 -1.101 -2.101  0.146
H6 2.278 -0.404 -2.171  0.133
H7 2.220 -0.216 2.159  0.113
H8 0.062 -1.333 2.149  0.144

Results
E_LUMO	-0.35	eV
SMILES	C=C1COC12C=CC(=O)C=C2
total energy	-13553.760	eV
total charge	0
HOMO	-0.356	Eh
ΔE to the lowest compared entry with this formula, charge and spin	3.927	eV
Kohn-Sham gap	9.334	eV